C40H59N3O5 | ωB97M-V with the def2-TZVPD basis set

```
107
Properties=species:S:1:pos:R:3:mulliken_spin:R:1
C -2.9609 -4.1771 0.5773 0.00
C -1.9281 -5.2661 0.1685 0.00
C -1.9491 -5.6082 -1.3437 0.00
C -0.8722 -4.8718 -2.1693 0.00
C -1.0136 -3.3340 -2.0405 0.00
C 0.0132 -2.6927 -1.0630 0.00
C -0.0241 -1.1764 -1.2652 0.00
C -1.2271 -0.5003 -1.1294 0.00
C -1.3138 0.8676 -1.3417 0.00
C -2.6355 1.6103 -1.2217 0.00
C -3.5970 0.8838 -0.2375 0.00
O -3.6366 1.1876 0.9318 0.00
C -4.5241 -0.1964 -0.7238 0.00
C -4.9955 -0.2216 -2.0249 0.00
C -5.8705 -1.1672 -2.4852 0.00
C -6.3084 -2.1559 -1.6219 0.00
C -5.8423 -2.1371 -0.3293 0.00
C -4.9625 -1.1902 0.1282 0.00
C -0.1657 1.5555 -1.7039 0.00
C 0.9985 0.8742 -1.8159 0.00
C 1.1212 -0.4954 -1.6135 0.00
C 2.5404 -0.9694 -1.8307 0.00
O 3.0425 -2.0383 -1.5853 0.00
N 3.2273 0.1952 -2.3852 0.00
C 2.3936 1.3606 -2.1963 0.00
O 2.7383 2.5085 -2.3266 0.00
H -2.4404 -3.3902 1.1386 0.00
H -3.7386 -4.5803 1.2347 0.00
H -3.4717 -3.7362 -0.2809 0.00
H -0.9173 -4.9981 0.4843 0.00
H -2.2373 -6.1776 0.6926 0.00
H -2.9496 -5.5228 -1.7818 0.00
H -1.6937 -6.6779 -1.4072 0.00
H 0.1371 -5.2439 -1.9738 0.00
H -1.0900 -5.1069 -3.2220 0.00
H -0.8396 -2.8373 -3.0057 0.00
H -2.0332 -3.0619 -1.7551 0.00
H -0.2611 -2.9273 -0.0257 0.00
H 1.0173 -3.0860 -1.2238 0.00
H -2.1037 -1.0800 -0.8587 0.00
H -3.1492 1.6304 -2.1904 0.00
H -2.4471 2.6427 -0.9181 0.00
H -4.6791 0.5690 -2.7008 0.00
H -6.2435 -1.1515 -3.5042 0.00
H -7.0156 -2.8991 -1.9732 0.00
H -6.1817 -2.8902 0.3778 0.00
H -4.6187 -1.2241 1.1572 0.00
H -0.1918 2.6257 -1.8930 0.00
H 3.0828 0.0293 -3.3900 0.00
C 7.6719 -5.1056 -0.2350 0.02
C 6.3613 -4.7957 0.5153 0.02
C 5.8573 -3.3974 0.1445 0.02
C 6.6577 -2.2756 0.7970 -0.02
C 6.6924 -2.4662 2.3111 0.02
C 7.2155 -3.8435 2.7290 0.03
N 6.5504 -4.9607 1.9883 0.34
O 5.3794 -5.1576 2.5239 0.58
C 8.7451 -3.8855 2.5176 0.02
C 7.0432 -3.9996 4.2419 -0.01
C 5.3811 -5.8238 -0.0557 -0.01
H 7.5564 -4.8871 -1.2976 0.00
H 8.5303 -4.5285 0.0964 0.00
H 7.9349 -6.1605 -0.1386 -0.01
H 4.8091 -3.2948 0.4425 0.00
H 5.8741 -3.2735 -0.9399 0.00
H 7.6695 -2.2406 0.3825 0.00
H 6.1956 -1.3151 0.5588 0.00
H 7.3115 -1.6862 2.7614 0.00
H 5.6811 -2.3189 2.7044 0.00
H 9.1203 -4.9096 2.5561 -0.01
H 9.2556 -3.3272 3.3030 0.00
H 9.0699 -3.4271 1.5854 0.00
H 6.0099 -3.8666 4.5591 0.00
H 7.6298 -3.2430 4.7633 0.00
H 7.3859 -4.9799 4.5779 0.00
H 5.6670 -6.8396 0.2222 0.00
H 5.3768 -5.7628 -1.1445 0.00
H 4.3581 -5.6528 0.2771 0.00
C -4.5039 8.9545 1.1427 0.01
C -4.4050 7.9506 -0.0228 0.03
C -5.4239 6.8223 0.1631 0.02
C -5.0221 5.8231 1.2424 -0.02
C -3.6304 5.2629 0.9557 0.03
C -2.5746 6.3586 0.7861 0.03
N -3.0092 7.4387 -0.1544 0.34
O -2.8569 6.9966 -1.3705 0.58
C -2.2361 6.9481 2.1730 0.02
C -1.2631 5.7136 0.3300 -0.01
C -4.8260 8.7806 -1.2387 -0.01
H -5.5430 9.2484 1.2980 0.00
H -4.1558 8.5736 2.0984 0.00
H -3.9312 9.8579 0.9268 -0.01
H -5.5505 6.2826 -0.7815 0.01
H -6.4017 7.2466 0.4011 0.00
H -5.0592 6.2965 2.2276 0.00
H -5.7457 5.0053 1.2673 0.00
H -3.3370 4.5880 1.7630 0.00
H -3.6918 4.6445 0.0535 0.00
H -1.6894 7.8879 2.0788 -0.01
H -1.6016 6.2629 2.7357 0.00
H -3.1084 7.1107 2.8033 0.00
H -1.3782 5.1435 -0.5919 0.01
H -0.9089 5.0143 1.0876 0.00
H -0.4862 6.4645 0.1778 0.00
H -4.1037 9.5713 -1.4469 0.00
H -5.7912 9.2508 -1.0471 0.00
H -4.9389 8.1753 -2.1372 0.00
```

Orbital gap (alpha / beta) (eV): 8.021 / 8.803
LUMO level (alpha / beta) (eV): -0.391 / -0.392
Max |F| (eV/A): 2.7
Spin multiplicity: 3

---

C40H60AlBBr2Cl8FIN6NaO15S | ωB97M-V with the def2-TZVPD basis set

```
137
Properties=species:S:1:pos:R:3:lowdin_charge:R:1
C -5.7397 0.6230 1.3096 0.02
C -4.7222 -0.2577 0.9976 -0.10
C -4.3207 -0.7682 -0.4811 -0.29
C -5.5797 -0.2542 -1.3204 -0.08
C -5.5986 -0.6718 -2.8322 -0.18
O -4.7432 0.1384 -3.6856 -0.16
C -5.5381 0.4565 -4.8327 -0.55
C -6.3767 1.8010 -4.7125 0.02
O -5.5966 -0.2412 -5.8088 0.10
C -4.2883 -2.3671 -0.3377 -0.19
N -4.8314 -2.8752 0.9229 0.07
C -3.9448 -3.2127 1.7218 -0.69
S -2.6357 -3.6288 2.5398 0.85
C -2.8926 -2.9424 -0.8040 -0.31
O -2.7406 -4.3417 -0.7351 -0.01
N -2.5183 -2.3101 -2.0782 0.04
C -3.0342 -2.8248 -3.3542 -0.25
C -4.0716 -3.9955 -3.4501 -0.63
C -4.9798 -3.7956 -4.7576 -0.14
Br -3.0192 -5.6691 -3.8466 0.67
C -2.3428 -0.9175 -1.9499 -0.25
N -1.4961 -0.2238 -2.7083 -0.36
Br -0.3840 -1.0811 -3.9680 0.95
C -1.2654 1.2260 -2.6106 -0.29
C -1.0583 2.0433 -3.9396 -0.75
C 0.4810 2.2054 -4.3977 -0.17
I -2.3947 1.5592 -5.5803 0.96
N -3.0304 -0.1892 -0.8876 0.04
C -2.0584 0.0185 0.2369 -0.16
C -1.9825 1.5126 0.7951 -0.13
C -0.9402 1.4006 2.0265 -0.11
C 0.4877 2.0020 1.7113 -0.34
N 1.5202 1.0164 1.4146 -0.10
C 2.3389 0.2953 2.3021 0.01
C 3.2924 -0.5768 1.5607 -0.17
C 3.0285 -0.3705 0.0591 -0.02
C 1.9518 0.6118 0.1029 -0.09
H -6.8064 0.5311 0.9479 0.08
H -5.5216 1.5440 1.9237 0.06
H -4.0899 -0.6009 1.8739 0.12
H -6.5488 -0.6485 -0.8855 0.14
H -5.5585 0.8806 -1.3268 0.14
H -5.4774 -1.7792 -2.9627 0.10
H -6.6615 -0.4567 -3.1875 0.14
H -5.7458 2.7113 -4.8843 0.09
H -6.8957 1.8275 -3.7064 0.09
H -7.2068 1.7197 -5.4744 0.10
H -5.0399 -2.6952 -1.1316 0.14
H -2.1329 -2.5524 -0.0390 0.12
H -2.3159 -4.5810 0.1145 0.08
H -3.4540 -1.9561 -3.9606 0.11
H -2.1481 -3.1681 -3.9800 0.06
H -4.6585 -4.2572 -2.5369 0.08
H -5.2738 -2.7240 -4.9264 0.06
H -4.2943 -4.0655 -5.6220 0.07
H -5.8295 -4.5273 -4.8048 0.09
H -0.3095 1.3515 -2.0009 0.10
H -2.0497 1.7783 -2.0106 0.13
H -1.3429 3.1117 -3.6796 0.08
H 1.1525 1.6217 -3.7060 0.05
H 0.6025 1.8218 -5.4507 0.06
H 0.7799 3.2957 -4.3787 0.08
H -1.0223 -0.1248 -0.2189 0.13
H -2.1002 -0.7506 1.0567 0.09
H -2.9663 1.8702 1.1846 0.05
H -1.5019 2.2108 0.0492 0.09
H -0.7891 0.3021 2.2821 0.13
H -1.3641 1.9121 2.9364 0.10
H 0.4674 2.7324 0.8142 -0.11
H 0.8296 2.5552 2.6544 0.10
H 2.3189 0.3508 3.4258 0.16
H 4.0898 -1.2672 1.9243 0.01
H 3.5227 -0.8483 -0.8168 0.13
H 1.6089 0.9392 -0.9093 0.10
C -1.4923 -8.5311 -6.5131 -1.03
Cl -2.5166 -9.9548 -6.3025 0.51
Cl -0.6997 -8.0797 -4.9985 0.47
H -0.7307 -8.7515 -7.2567 0.03
H -2.1081 -7.7004 -6.8491 0.02
C -2.5752 5.5014 2.5236 -1.94
Cl -2.1043 6.3637 1.0496 0.55
Cl -3.3150 6.6596 3.6772 0.50
Cl -3.7294 4.2155 2.1165 0.45
Cl -1.1351 4.7824 3.2764 0.54
B 6.1711 -4.9992 4.0043 -0.91
O 6.3871 -4.4319 2.6586 0.26
C 5.6964 -3.2938 2.5967 -0.43
O 5.6591 -2.5766 1.6309 0.13
C 5.0112 -3.0610 3.8737 -0.43
O 4.3115 -2.1173 4.1429 0.17
O 5.2827 -4.0576 4.7159 0.26
O 5.5687 -6.3326 3.9225 0.25
C 6.4037 -7.1930 4.5254 -0.38
O 6.2092 -8.3665 4.6321 0.20
C 7.5866 -6.4522 5.0259 -0.38
O 8.5200 -6.9136 5.6088 0.20
O 7.4490 -5.1497 4.7173 0.21
C -5.7417 2.1899 -8.9329 -0.01
C -5.2344 3.6084 -8.8923 -0.56
O -5.7571 4.4682 -8.1986 0.02
N -4.1554 3.9159 -9.6641 0.00
C -3.4115 3.0346 -10.5423 -0.08
H -6.6009 2.0886 -8.2730 0.08
H -6.0520 1.9337 -9.9476 0.09
H -4.9615 1.5050 -8.5937 0.08
H -3.8674 4.8810 -9.5907 0.14
H -2.3713 3.0111 -10.2109 0.08
H -3.4554 3.4369 -11.5561 0.09
H -3.8099 2.0236 -10.5416 0.07
Na 7.3909 -2.3039 4.1846 0.80
Cl 5.4915 0.5300 1.5309 0.13
Al 1.5996 3.8041 1.0089 0.96
F -0.6881 -2.2136 1.5919 -0.70
Cl -5.3062 6.0254 2.8028 0.00
C 5.6672 0.7886 6.2624 -0.11
O 6.7051 1.7332 6.4123 -0.20
C 6.3808 2.9953 5.8372 -0.19
C 7.1233 4.1159 6.5468 -0.18
O 6.5643 4.4591 7.8121 -0.13
C 6.7715 3.5243 8.8720 -0.17
C 8.2071 3.4770 9.3703 -0.19
O 9.0216 2.7198 8.4829 -0.21
C 10.3828 3.0965 8.5435 -0.11
H 5.5051 0.5624 5.2018 0.07
H 5.9625 -0.1244 6.7826 0.09
H 4.7415 1.1557 6.7185 0.09
H 5.3026 3.1794 5.8973 0.12
H 6.6838 2.9638 4.7829 0.13
H 7.0247 5.0188 5.9359 0.13
H 8.1911 3.9114 6.6299 0.12
H 6.4027 2.5342 8.6017 0.12
H 6.1447 3.8806 9.6940 0.13
H 8.2414 2.9887 10.3515 0.13
H 8.5886 4.5002 9.4622 0.13
H 10.5005 4.1593 8.3080 0.09
H 10.9287 2.5186 7.7978 0.09
H 10.7967 2.8824 9.5337 0.09
```

Orbital gap (eV): 1.486
Net charge: +1
LUMO level (eV): -7.487
Max |F| (eV/A): 5.7